Entry from the Open Molecules 2025 dataset: a cluster of 11 separate species, C72H168F10N7O22P4S10 in total at a distorted geometry (the ωB97M-V functional and the def2-TZVPD basis).

The geometry in XYZ format:
```
293
Properties=species:S:1:pos:R:3:forces:R:3:lowdin_charge:R:1
H -3.684315 9.419057 -1.793296 0.1713 -0.0523 0.0899 0.11
H -7.617395 5.471081 -1.698111 0.6279 0.3059 -0.3259 0.10
H -2.429211 -3.476952 -6.287223 -0.4636 0.4168 -0.8196 0.06
C -1.517994 -4.523285 -3.601121 0.5465 1.8723 0.1874 -0.26
C 5.203204 0.316659 10.207668 0.2886 0.0906 0.6004 -0.28
C 4.890843 3.980236 0.490699 -1.0205 -0.2491 -0.1137 -0.16
O 6.688275 1.558103 -2.304232 1.0619 -0.3057 0.6088 -0.29
C 0.983662 0.007858 0.593800 0.6681 1.2840 -0.0456 -0.25
S 4.324492 -4.176508 4.175889 -2.1598 -2.1375 4.1552 0.58
H -6.554879 7.367211 -8.234758 0.4652 0.0476 -0.2878 0.12
H -2.891895 -6.279213 -8.830196 0.3887 0.1520 -0.2951 0.11
C 7.631950 0.291475 5.130597 0.3827 0.5683 -0.6698 -0.10
H -5.218645 0.916061 -1.457685 0.2402 -0.2375 -0.3240 0.06
H -1.256763 -6.509932 -4.019292 0.1529 -0.2562 -0.5829 0.11
C -4.367395 9.034306 -1.032914 0.1600 -0.3093 0.3302 -0.25
H 2.422177 -4.046382 -2.749073 -0.1502 0.4352 -0.1453 0.07
S -0.781284 6.479252 -5.339734 4.0776 -3.9940 1.2329 0.44
H 7.585594 2.781157 0.601219 -0.5381 -1.0220 -0.2547 0.09
H 4.110936 -4.152331 9.008842 -0.1543 0.2254 -0.3911 0.12
P -6.212842 6.559706 -3.936124 0.0922 0.3771 0.6105 1.02
C -0.656043 -5.613224 -4.203251 -1.1782 -0.0841 -0.0465 -0.22
C 1.881528 -2.194477 -1.783244 -0.2838 -0.0950 0.3819 -0.24
H 6.209354 0.199578 10.616812 0.2869 -0.1889 -0.7005 0.11
H -4.321314 8.316612 1.021561 0.1254 -0.1642 0.0571 0.07
C 2.371914 -0.052621 1.221254 -0.2269 -0.9277 0.0346 -0.25
C 1.894087 2.461142 -2.829669 -0.3591 -1.7141 -1.0672 -0.22
H 3.265603 0.326345 7.909341 0.4814 0.5419 0.9932 0.11
H -5.060163 -5.728878 -4.491358 -0.1743 0.4290 0.1883 0.10
H 7.500210 4.369690 0.498325 -0.3800 0.4547 0.3793 0.18
C 2.667944 -1.457406 7.242534 0.8319 -1.1065 -0.4652 -0.26
H 2.793626 -5.646951 10.217052 -0.0205 0.3141 -0.6574 0.11
H 3.033027 0.745594 0.879429 0.1481 -0.2174 -0.1583 0.10
H -6.043726 7.756638 -1.022284 0.1399 -0.4072 0.2725 0.10
H -6.502980 -7.496073 -3.228151 -0.0442 -0.0835 -0.1362 0.09
H 2.378059 -0.449270 -2.989533 -0.1521 0.0071 0.0026 0.08
O -3.314492 -2.052063 1.918606 1.0027 -0.0719 -0.5356 -0.29
N 7.979689 1.202228 -0.203319 -2.5685 -2.0711 3.7184 -0.31
C 2.830111 -3.043673 -2.589174 0.6662 -0.7315 0.1712 -0.25
H 2.133202 -5.248259 -5.058217 -0.4720 -0.1802 -0.5539 0.08
H -5.643968 -2.174085 -4.576074 0.1339 0.3151 0.0435 0.11
C 1.147266 -1.498353 7.042954 1.2078 -0.7891 0.4122 -0.24
C -4.147576 -5.714174 -3.891447 0.3713 -0.4896 -0.0340 -0.27
H 3.983336 -1.292243 3.053521 -0.6125 -0.4434 0.4648 0.05
C 0.716451 -2.417999 5.882432 -0.8929 1.2077 0.9473 -0.08
C -7.476871 -1.408976 -2.407802 1.0456 -0.4589 -1.1432 -0.08
F 8.936387 2.392916 -1.919767 -0.3598 0.1331 0.0704 -0.20
C 1.822467 -6.139294 -4.514009 0.2544 -0.6581 0.4463 -0.09
H 1.310001 -5.005447 3.360326 0.2484 -0.3065 0.1729 0.07
H 3.086001 -7.913571 2.235140 0.4902 0.1374 0.2149 0.16
H -4.542341 0.353079 -0.008723 0.4886 -0.1763 0.0473 0.08
C 0.669611 -5.852528 -3.535388 1.7477 -0.6829 0.6216 -0.26
H 5.791373 2.000924 12.432282 0.1492 -0.0905 -0.4306 0.11
S 0.099827 -1.290104 -5.674088 1.7418 -1.2701 2.3633 0.55
H 6.651664 0.375394 7.806991 -0.0128 -0.0675 0.1447 0.10
C -3.033075 -5.275344 -8.427052 -0.4873 0.4803 0.7463 -0.25
H 7.851982 -0.879559 7.491680 -0.0931 -0.0970 0.9559 0.12
N 7.234773 3.608986 1.126495 0.6562 -0.1912 0.5037 0.22
O 8.671766 0.071730 -2.318568 -0.4217 0.0945 0.1291 -0.24
H -5.475479 -0.734559 -2.584460 0.3044 -0.1886 0.4815 0.08
C 4.319539 -2.492628 10.393926 -2.2704 0.0234 0.0664 -0.27
H -0.561170 -5.467908 -5.279460 0.1652 -0.0010 0.0610 0.10
C 2.255993 -0.007467 2.729957 0.5049 0.7539 0.6797 -0.23
H 5.613506 -2.447130 7.308306 -0.7638 0.1778 0.1141 0.08
O 3.577025 3.501009 0.796590 0.1087 0.9167 0.1698 -0.20
H -4.507695 6.917054 -1.278917 -0.0858 -0.2351 -0.5831 0.10
H 1.919230 -2.460333 -0.722413 0.1976 -0.1040 0.0017 0.10
H -3.528137 -5.755164 -1.812396 0.0556 -0.3157 -0.0689 0.08
H -2.800756 8.020054 0.082010 -0.1557 -0.2525 0.1261 0.07
O -0.891522 9.269654 -5.947151 -1.5420 -2.0036 0.7914 -0.27
C 2.236702 -0.719421 -1.944522 -0.7494 1.0814 0.5464 -0.22
C -5.427954 -2.588842 -3.588308 -0.8895 -0.7880 -0.8336 -0.23
H -2.550397 3.471392 -3.050928 0.3226 0.1664 0.0554 0.11
H 0.864432 -2.476438 -2.066335 -0.1169 0.6179 -0.2577 0.09
C -6.381573 8.295629 -7.689954 -0.6611 1.2350 0.1020 -0.25
C -3.271560 -4.157948 -6.139187 1.3729 -0.2214 1.0142 -0.23
H -7.220478 10.413243 -7.936937 0.6741 -0.1538 0.4693 0.07
C -6.032196 6.907253 -5.643740 -0.5595 -0.6966 -1.3804 -0.30
F -3.549246 -0.423318 -5.391572 -0.1246 -0.0504 0.4758 -0.20
H 2.410780 5.276038 0.851726 0.6569 0.1324 -0.3410 0.08
H 3.611365 -8.225157 -1.394829 0.2304 -0.0151 0.2676 0.10
H 4.847714 -2.404977 -2.057278 0.0012 -0.0332 -0.2841 0.08
S 5.371337 -4.449084 2.129078 3.3739 0.8361 -7.9135 0.41
H 2.988153 -6.579218 3.334737 0.8894 -0.2552 -0.0033 0.09
H -2.235041 -3.202483 -8.591516 -0.1237 -0.1142 0.2555 0.06
S -1.803062 -3.776229 0.110864 0.4339 -1.8972 -2.7409 0.58
H -3.625224 -6.308552 -6.681037 -0.4565 0.4023 0.3913 0.10
C -2.061765 -4.218483 -8.946144 0.0263 -0.2733 -1.1150 -0.09
H 0.738056 -1.862443 7.991130 -0.2459 -0.0872 -0.0492 0.10
H 1.840345 4.036230 1.794986 0.4027 -0.5365 0.5099 0.10
H 1.077663 -5.107881 -2.846142 -0.9336 0.4068 -0.1672 0.07
C -3.937382 -2.894482 -3.420665 -0.0561 0.9929 0.8273 -0.29
H -3.846715 3.744277 -1.912988 -0.0967 -0.3534 -0.3479 0.08
H 1.917804 0.987539 3.047122 0.1190 0.1682 -0.1153 0.11
N -2.306452 -4.288803 1.631387 1.4963 -0.9539 -4.1667 -0.25
N -2.072727 6.742662 -6.125657 -0.8194 4.0810 0.1503 -0.28
H -3.169045 9.616792 0.669333 -0.0729 -0.0113 0.1546 0.07
C 3.469199 -3.619495 9.714832 1.2734 -1.1457 0.3269 -0.22
C 6.788544 -0.634146 7.414982 0.9117 0.1349 -1.3633 -0.23
P 0.985763 0.405785 -1.161908 0.5328 -1.3924 -0.8690 1.04
C 5.704942 4.344910 2.946326 -0.3297 -0.1425 -0.6671 -0.03
H -0.872126 -1.030085 -1.755071 0.3132 -0.0830 -0.1121 0.09
C 4.055637 -5.079781 11.753107 -0.5596 1.2684 0.4212 -0.11
H 0.547148 0.915110 1.029540 -0.8595 -0.4848 0.2162 0.11
H 4.846361 3.897656 3.444192 -0.0189 0.3235 0.2550 0.09
H 4.365853 2.742617 14.206722 0.0976 0.1377 -0.2027 0.07
H 3.017062 -2.574437 -3.557708 -0.3178 -0.2000 -0.1553 0.12
H 5.210120 1.170909 9.529063 -0.0937 -0.0163 -0.0254 0.10
H 1.085725 2.220223 -3.530836 -0.3558 0.8913 0.0066 0.11
H 0.762199 -0.482953 6.935166 -0.0030 0.0127 -0.2625 0.11
H -2.164858 -4.168727 -10.033782 -0.0985 0.1068 -0.0117 0.07
H -0.366574 -2.279069 5.914288 -0.0927 -0.3345 -0.6881 0.08
H 4.816193 -0.172894 12.190451 -0.5945 -0.1946 0.2167 0.11
H 3.146659 -2.444928 7.237017 -0.7698 -0.4388 0.5808 0.09
O 6.661830 -3.911036 2.467486 -1.1612 -0.3981 0.4679 -0.24
H 4.095714 -6.545143 -0.886097 0.1550 -0.1247 0.0359 0.09
H -1.613735 -4.621454 -2.515609 -0.3889 -0.2847 -0.4390 0.06
H 2.757917 -6.466753 -4.046744 -0.1892 0.2305 0.6413 0.06
H -7.939625 7.963001 -6.213603 0.0137 -0.6242 0.0018 0.11
C -0.638674 0.033544 -1.782886 -1.1091 1.1828 0.1648 -0.25
C -1.756098 0.785478 -0.997182 -0.3014 -1.3050 -0.2885 -0.21
C 2.791940 4.475760 1.495862 -0.6121 0.1045 -0.6918 -0.08
H -10.400630 3.283772 -2.254303 -0.1238 0.2147 -0.2695 0.07
H 2.373308 -0.476233 9.217212 -0.1182 -0.0665 -0.0770 0.10
H -8.772126 3.288635 -1.652049 0.0786 0.3044 0.2207 0.07
C -3.624762 8.705675 0.280112 0.0065 0.7093 -0.7571 -0.10
H 2.544770 5.869176 -2.572334 0.1601 -0.0864 -0.1148 0.08
F -1.613487 -5.209394 -0.588311 -0.1962 -0.5995 1.1056 -0.21
S -2.229033 -2.923624 2.304712 -2.5516 4.7672 4.8105 0.40
H -5.977959 -9.173938 -3.059568 0.0136 0.1003 0.7863 0.08
H -8.040713 -2.341100 -2.397907 -0.2302 0.1136 0.3764 0.07
F 3.565258 -5.212664 5.174189 -0.0053 -0.3581 -0.0865 -0.24
O -2.374203 -0.648819 -7.416887 0.7241 0.8565 1.5134 -0.29
H -5.211200 -5.534523 -1.972281 -0.1643 0.1519 -0.3356 0.11
C 6.658328 -0.592665 5.890794 -0.7997 0.9366 0.0530 -0.26
C 4.396938 0.566143 11.504490 1.0108 0.2318 -0.0464 -0.26
H 3.196444 -1.149527 6.333940 -0.3363 0.8444 0.0324 0.09
H -6.026966 8.896646 -3.144803 -0.2344 -0.1642 -0.2039 0.11
C -4.667584 -7.602506 -2.193800 0.7738 0.3514 1.8734 -0.27
H 3.329875 0.388192 11.371601 -0.0857 0.2853 0.1830 0.11
C 0.653378 -5.730269 2.869668 0.2389 0.1708 0.2871 -0.01
H 0.027310 -6.243464 3.600809 0.0466 0.2015 0.1867 0.09
H 2.871072 2.395761 13.317081 0.1920 0.5249 -0.4888 0.07
H 0.466764 2.722073 -1.159370 0.2963 0.3399 0.3838 0.08
O 7.515836 -1.365773 -0.210709 -0.2765 1.1482 -0.3891 -0.23
C -5.463677 7.970258 -3.027461 0.7303 -0.8018 -0.3058 -0.25
C 3.283335 -7.260898 -1.017576 -0.8954 0.3134 -0.0836 -0.05
H -7.727518 -0.904613 -3.344457 -0.1576 0.0205 -0.0085 0.07
H -5.094151 9.826555 -0.841492 -0.0274 0.0348 -0.0830 0.11
H -1.994343 -5.877326 -6.739800 0.1438 0.4828 0.5531 0.10
H 2.741540 -1.051975 0.972111 0.6933 0.2898 -0.1702 0.11
O 0.501813 6.572455 -6.016526 -1.4266 1.3985 1.1026 -0.28
H -1.573829 1.859481 -0.975611 -0.0859 0.0051 0.2657 0.08
C 3.917136 2.109655 13.445189 -0.4410 -1.0778 0.1952 -0.11
H 4.239134 -3.433813 -0.862723 -0.9132 0.1399 0.0758 0.04
C -9.465611 3.836441 -2.293700 0.6734 0.7408 -0.4731 -0.09
H 0.545694 -6.732949 -2.897719 0.0819 -0.0660 0.0368 0.10
O -0.910094 6.760121 -3.914628 0.4509 0.0830 -1.1162 -0.32
H 2.130003 -7.985145 3.621142 0.0787 -0.0258 0.0421 0.17
H -5.199928 -8.244486 -4.187094 0.0057 0.5498 -0.0541 0.07
C 4.743800 1.934329 12.145717 -1.6255 0.0095 0.6094 -0.24
C -5.953464 -1.707067 -2.450660 -0.1184 0.2773 -0.3323 -0.25
H 3.140237 -0.443942 -1.390755 0.2734 -0.3001 -0.1434 0.09
H 2.591084 -3.225462 9.210278 0.2069 0.2423 -0.1347 0.09
H -5.079843 -7.775258 -1.190727 -0.4503 0.6861 -0.0180 0.11
H 7.354827 0.176047 4.080670 0.0608 0.2391 -0.0591 0.05
H -4.965414 6.933865 -5.889059 0.0304 0.5562 0.0939 0.09
H -1.890121 0.335252 -0.009470 0.5744 0.4930 0.3482 0.12
C -5.094432 7.788785 -1.568072 -0.9262 0.8098 0.9553 -0.25
H 3.351797 4.922704 2.311392 -0.2738 -0.0739 0.2435 0.07
C -7.140804 9.430513 -8.405762 -0.9038 -0.3718 -0.2325 -0.11
H 0.977110 5.207118 -2.655429 -0.1446 -0.4562 0.0703 0.06
O 0.634837 -0.425729 -4.656010 -0.0165 -0.2187 -0.6839 -0.30
O 5.487087 0.039161 -0.066152 1.1999 0.9631 -0.9077 -0.28
F -2.100018 8.411202 -7.789459 0.0815 0.3165 0.1711 -0.21
H -1.560290 5.646804 -1.800565 -0.0332 0.1179 0.1615 0.06
H 1.208208 -5.827869 0.098576 -0.0878 -0.0813 0.0151 0.13
C -4.379031 -6.091307 -2.410121 -0.0756 0.1268 0.1748 -0.21
C -9.596103 5.330320 -1.932621 -0.8699 0.1239 0.6403 -0.26
C 4.173027 -3.258374 -1.940167 1.6398 -0.0014 0.7284 -0.09
H 5.018198 -5.274149 11.280692 -0.0776 -0.4328 -0.0106 0.08
H -6.648344 8.960099 -5.678316 0.0808 0.0872 -0.0323 0.11
O 2.563449 -7.464741 0.202752 0.0121 -0.3649 -0.4110 -0.21
H 0.482733 -0.941598 0.783856 -0.5508 0.3291 0.0469 0.09
C -3.059655 4.250023 -2.485435 -1.3285 0.0026 1.0617 -0.22
C -5.627098 -8.146781 -3.182376 -0.3636 -0.9127 -1.5374 -0.13
H -3.493711 6.270670 -3.313321 -0.1011 -0.0908 0.8046 0.08
H 2.525763 1.630417 -3.162675 0.5103 0.1413 0.5083 0.10
H -7.729571 -0.720039 -1.606464 -0.0512 -0.2853 0.2451 0.06
H 4.697836 -4.146992 -2.304111 -0.0347 0.2016 -0.5654 0.08
H -4.233310 -3.741756 -6.434430 0.0792 0.3408 0.1569 0.12
F 5.694540 -5.558968 0.979890 0.1282 0.1208 0.6092 -0.21
H -1.571526 4.131131 -0.925408 0.0675 -0.0706 -0.1263 0.05
H 2.081915 4.806039 -1.286321 -0.3065 -0.0659 0.0014 0.04
H 0.749489 -7.634525 1.914450 -0.0402 0.0958 -0.6459 0.15
H 1.110320 -2.052472 4.938142 0.0004 -0.2789 -0.1054 0.05
H -1.003530 -4.456875 -8.819368 -0.0663 -0.1604 0.4639 0.08
H 3.564861 -0.296753 4.502757 -0.1974 -0.2577 -0.0050 0.04
O -0.950496 -2.304810 2.547752 -0.4038 -0.8625 -0.1236 -0.29
O -3.374987 8.991948 -5.919802 0.8777 -0.8508 1.0100 -0.32
C 5.811277 3.563760 1.620544 0.2346 0.1524 0.3021 -0.29
H 2.834345 -5.603698 0.858207 -0.4903 0.6651 0.2872 0.12
H -6.722745 9.590514 -9.398956 -0.0144 -0.0380 -0.0152 0.07
H -8.196466 9.166543 -8.530761 0.0305 -0.2246 -0.2137 0.07
H -8.401052 5.654119 -4.398894 0.1595 -0.5637 0.4183 0.11
H 2.443374 4.068659 -4.165377 0.2633 -0.5983 -0.2216 0.12
H 5.562189 2.552152 1.942824 0.4428 -0.3634 -0.7898 0.14
C -6.852743 8.052437 -6.257433 0.9856 1.0322 0.3390 -0.24
F -0.904003 4.887669 -5.466120 -0.6900 -0.3693 0.7893 -0.21
H 4.455011 2.756376 11.490575 0.4359 0.0027 -0.2693 0.11
H -0.692556 0.417407 -2.805982 0.1748 -0.3880 -0.1864 0.09
H 2.570173 -6.866882 -1.748655 0.1848 0.1209 -0.1015 0.06
H 3.759978 1.123058 13.896078 0.4838 -0.0283 0.2407 0.07
H 3.694867 -5.891276 12.380385 0.2895 -0.2082 -0.1461 0.08
H -4.521759 8.107689 -3.573456 -0.1543 0.1588 -0.3145 0.09
C -2.987435 -5.446630 -6.897642 0.4519 -1.1341 -0.7205 -0.26
F -2.767364 -3.352779 3.760116 0.8656 -0.4801 -0.4284 -0.19
S 6.916840 -0.101019 0.082555 -0.7816 -2.3383 3.1955 0.56
P 4.646892 -1.135203 9.282786 0.6524 -0.0057 -1.3806 1.01
S 7.948960 1.140907 -1.719728 1.1582 1.9432 -6.1405 0.41
H -4.340007 1.984885 -0.534782 0.9551 0.0978 -0.1003 0.07
H -2.761144 5.283059 -0.517832 -0.4240 0.2161 -0.3542 0.07
C -4.281794 0.950278 -0.887794 -2.1533 0.2694 0.6594 -0.11
O -2.771908 -3.223177 -0.827554 0.9287 -0.0731 2.4070 -0.30
O 5.363560 -3.714873 5.071807 -0.7570 0.0285 -1.6090 -0.27
H 4.492652 0.218158 3.124858 -0.5847 1.0205 -0.2035 0.06
H -9.826245 5.367047 -0.865177 -0.0679 0.2976 -0.0018 0.11
H 1.436038 -0.643411 3.074724 0.2674 -0.4285 -0.0454 0.10
C -3.099870 0.460611 -1.656117 0.7418 0.3199 -0.8380 -0.26
H 4.220618 -4.227678 12.419659 0.0882 -0.1217 0.1830 0.06
H -6.004753 -3.521713 -3.584875 0.0924 -0.1625 0.1209 0.10
H -1.081307 -3.517191 -3.680878 0.4223 -0.1537 -0.1883 0.08
O -0.443672 -3.296486 0.015702 -1.1210 0.1880 0.6226 -0.28
H -4.064595 -5.025012 -8.694901 0.0514 0.2417 -0.1595 0.11
H 3.564828 -2.121785 11.098892 0.4363 0.4780 0.3501 0.10
O 0.511829 -1.159386 -7.030225 -0.7887 0.0631 0.3956 -0.22
O 3.195443 -3.355095 3.824822 1.4316 -0.3540 -0.2577 -0.28
C 3.592103 -0.339982 3.415132 0.7114 -0.3157 -0.5894 -0.09
C 1.976591 -6.273902 0.732386 1.3339 -1.3270 0.4548 -0.14
S -2.076227 -0.366266 -6.017994 -4.6002 2.7359 -3.1835 0.43
H -3.362467 -1.968624 -3.498481 0.1066 -0.1205 -0.2660 0.07
H -5.344375 8.630572 -7.680648 0.2287 -0.7120 0.0544 0.10
H 7.557727 1.355079 5.381990 -0.3947 -0.0282 0.1212 0.07
H 2.011941 -4.444453 11.105380 0.2788 0.3030 0.5835 0.11
H -3.744871 -8.153993 -1.981465 0.2507 -0.1338 -1.1897 0.11
H -8.228574 7.061491 -1.598342 -0.5044 0.2178 -0.2725 0.11
F 6.951528 -0.077922 1.691221 0.7649 0.8196 -0.0282 -0.21
C 3.000682 -4.694245 10.714024 0.0477 -0.7407 -0.0967 -0.26
C -3.761639 5.218877 -3.435417 0.2393 0.4588 -1.8503 -0.23
C 5.902119 -1.708825 8.059157 1.0706 0.2153 1.0234 -0.23
H 6.607960 -2.265887 8.686634 -0.2872 -0.1929 0.2885 0.10
H 5.155495 3.554077 -0.479782 0.2730 -0.4113 0.1913 0.13
H -5.625917 -2.219259 -1.544006 0.0232 0.5015 0.3278 0.12
C 1.412947 -6.781855 2.051970 -1.2539 0.9432 0.4768 -0.28
C -8.332826 6.150569 -2.185630 0.4554 -2.0020 0.7143 -0.26
H 0.903584 -3.476401 6.048753 0.3875 0.0631 -0.0048 0.08
H 5.197840 -2.763820 10.974681 0.0856 -0.3026 -0.2953 0.10
O -1.603623 0.940358 -5.605419 -0.1764 -1.4825 -0.4947 -0.28
P -3.140429 -4.218296 -4.303554 -2.2885 -2.1918 -0.0659 1.05
H -6.343460 5.968079 -6.121483 -0.1128 -0.0514 -0.0418 0.11
C -5.276380 5.024056 -3.659354 -0.6167 -0.0016 0.7415 -0.23
H -3.133769 -0.625530 -1.783912 -0.2078 0.0218 0.2742 0.09
N -1.528252 -1.610995 -5.302951 4.0422 -0.5761 0.0356 -0.28
C 1.996561 4.944832 -2.369199 0.5875 0.6926 0.4749 -0.10
H 5.543783 5.412673 2.801973 0.0977 0.0283 0.0817 0.09
C 1.372938 2.171800 -1.404036 1.0526 -1.0742 -0.5684 -0.22
N 4.730843 -5.468427 3.080915 -1.4131 2.5798 3.5108 -0.25
H -3.371055 5.122496 -4.452820 0.3728 -0.3977 0.1328 0.09
H -10.432280 5.809375 -2.449057 -0.1621 -0.2798 -0.0407 0.11
C 3.141253 -0.613801 8.452532 -0.4965 0.1450 -1.1780 -0.25
H 5.696654 -0.101256 5.696086 -0.2592 -0.5177 -0.3108 0.10
H 6.647985 -1.587097 5.445342 -0.0659 -0.0603 0.1808 0.10
H 8.713650 0.133191 5.137883 -0.1051 -0.7557 0.4973 0.08
H -5.755063 4.457500 -2.854467 0.0514 0.2367 0.2653 0.09
O 4.486602 -3.591136 1.357107 0.3294 -0.4565 1.5703 -0.30
F 0.733858 -2.699587 -5.242338 -0.7433 -0.0938 -0.1236 -0.19
C -2.220739 4.886636 -1.378759 1.1215 -0.1170 -0.3356 -0.09
H -3.608052 -6.544464 -4.361516 0.3210 0.0583 0.0694 0.08
H 3.686486 3.735680 -2.968238 -0.0157 -0.2587 0.1652 0.10
H 0.002407 -5.057208 2.311681 -0.0284 -0.5256 -0.5018 0.06
H -9.011818 3.822855 -3.288067 -0.3524 -0.5823 -0.1800 0.06
C 2.608855 3.769479 -3.128555 -1.1187 1.1069 0.0669 -0.22
S -2.060743 8.433366 -6.181195 -1.2654 1.2458 -3.8406 0.58
N 2.523515 -7.381053 2.905859 -0.9798 0.5948 -0.7408 0.23
H -3.801701 -3.185451 -2.370556 0.0013 -0.1337 -0.4480 0.05
H 7.799280 3.630287 1.974797 0.4184 0.2969 -0.2730 0.16
H -5.516294 4.428127 -4.543979 0.2546 -0.0124 -0.1085 0.10
H 4.911208 5.063073 0.326214 -0.1359 0.1310 0.2539 0.14
H -8.444919 7.288271 -4.003780 0.0990 0.1596 0.1142 0.10
H 6.571245 4.176456 3.587528 0.0398 -0.0143 -0.0249 0.08
H 2.230752 2.256112 -0.729887 -0.3746 0.7481 0.4734 0.08
H 1.592762 -7.039827 -5.088370 -0.2140 0.5271 -0.7486 0.08
C -8.004265 6.347954 -3.655106 0.5285 1.1418 -0.0833 -0.25
H -3.096721 0.840104 -2.684846 -0.0794 0.1887 0.0334 0.11
```
Positions in Å, forces in eV/Å.

Summary:
Total charge: +1
LUMO energy in Ha: -0.0706
Frontier orbital gap in Eh: 0.3039